{"formula": "CH3FO2", "method": "the ωB97M-V functional and the def2-TZVPD basis", "charge": 0, "de_lowest_kcal_mol": 22.85, "molar_mass_g_mol": 66.03, "fmax_ev_per_a": 5.099, "orbital_gap_ha": 0.452, "smiles": "OC(O)F", "species": ["C", "O", "O", "F", "H", "H", "H"], "xyz": [[-0.2505, 0.0373, -0.2774], [-0.8169, -1.0150, 0.2593], [1.1657, 0.3769, 0.3799], [-1.0528, 1.1211, -0.0807], [-0.2393, -0.1683, -1.4058], [-0.6136, -1.2195, 1.2178], [1.8074, 0.8676, -0.0931]], "forces_ev_per_a": [[2.75, 1.74, -1.30], [0.33, -2.17, 2.35], [-4.48, -2.41, 0.33], [0.49, 0.44, 0.10], [0.69, 0.67, 1.55], [-0.08, 0.89, -1.51], [0.30, 0.84, -1.52]], "lowdin_charge": [-0.4493, 0.0703, -0.0314, 0.0359, 0.1749, 0.1610, 0.0386]}

***

{"formula": "CH3FO2S", "method": "the ωB97M-V functional and the def2-TZVPD basis", "charge": 0, "de_lowest_kcal_mol": 126.52, "molar_mass_g_mol": 98.10, "fmax_ev_per_a": 3.429, "orbital_gap_ha": [0.290, 0.291], "species": ["C", "O", "O", "F", "S", "H", "H", "H"], "xyz": [[0.2142, 0.0114, -0.0042], [3.3984, -1.7739, 0.0730], [2.1753, 1.4455, 1.1202], [2.0253, 1.0805, -1.3669], [2.0456, 0.4162, 0.1636], [-0.2913, 0.7457, 0.5874], [0.0485, 0.3504, -1.0497], [0.2679, -0.9856, 0.3190]], "forces_ev_per_a": [[2.28, 2.26, -1.21], [-0.29, 0.44, 0.01], [0.48, 1.61, 1.41], [0.62, -0.14, 0.85], [-1.44, -1.32, -2.54], [-0.31, -0.04, 0.93], [-0.25, -1.37, 0.55], [-1.09, -1.45, -0.01]], "lowdin_charge": [-0.1476, -0.1653, -0.4011, -0.3410, 0.9235, 0.0461, 0.0629, 0.0225]}